This record from the OMol25 dataset describes C15H38F6O7P as an isolated structure at a distorted geometry. The level of theory is the ωB97M-V functional and the def2-TZVPD basis.

Summary:
Kohn-Sham gap: 0.327 Ha
LUMO energy: 2.93 eV
HOMO: -5.971 eV
charge: -1
maximum force: 14.3 eV/A
energy relative to the best compared isomer or geometry (same formula, charge and spin): 16.353 eV
E: -2061.0818 hartree

CARTESIAN COORDINATES (ANGSTROEM)
1 H 1.897 2.127 -0.715
2 H -1.349 -2.343 1.157
3 H 2.517 -1.904 0.749
4 C 4.515 0.049 -0.488
5 H -3.118 -0.077 0.617
6 H -2.370 -3.475 2.271
7 H 3.281 -3.557 1.128
8 F -0.414 -0.131 -1.063
9 C 0.598 -2.095 -2.511
10 H 0.637 -2.698 0.801
11 H -0.402 1.108 -1.067
12 H 3.205 4.657 -0.415
13 C -4.078 -0.080 0.100
14 H 1.338 -1.296 -2.568
15 H 1.026 2.671 0.704
16 O 4.612 1.297 1.329
17 H -6.632 -1.622 -0.969
18 H -0.172 -1.694 2.826
19 P -0.082 -0.673 0.421
20 O -0.788 -2.371 3.115
21 H -2.492 -1.754 2.322
22 C -0.243 2.186 -1.101
23 F 1.490 -0.446 0.202
24 C 3.246 1.170 1.016
25 H 4.854 0.054 -1.524
26 C -1.947 2.202 0.458
27 C 2.469 -2.849 1.291
28 C 1.023 2.690 -0.385
29 H 3.037 1.352 -1.251
30 H -4.616 0.768 0.524
31 H -1.383 1.963 1.360
32 H 2.768 2.147 1.082
33 H 2.540 -2.539 2.334
34 O -3.919 0.112 -1.349
35 C -5.570 -1.609 -1.214
36 H 2.376 -0.141 -0.543
37 C -4.718 -1.514 0.156
38 F 0.096 -2.204 -0.115
39 H 5.384 1.984 -0.402
40 C 2.260 4.680 0.128
41 H 6.435 0.804 0.331
42 H 0.786 -2.726 -3.380
43 O 1.241 4.093 -0.637
44 O -1.376 2.827 -0.641
45 C -5.137 -0.321 -1.924
46 H -0.017 2.392 -2.147
47 F -1.731 -0.872 0.428
48 H -2.409 1.268 0.139
49 O -0.712 -1.680 -2.297
50 H 4.616 -0.929 -0.017
51 H -5.083 -0.377 -3.011
52 H 0.949 -2.536 -1.578
53 H -5.234 -2.408 -1.875
54 H 2.123 5.744 0.325
55 H -5.853 0.498 -1.849
56 C -1.788 -2.564 2.130
57 C 5.388 1.075 0.200
58 H -2.719 2.826 0.909
59 F 0.108 -1.247 1.931
60 F -0.250 0.830 1.081
61 O 1.176 -3.415 1.144
62 H 2.881 0.487 1.783
63 H -5.270 -1.669 1.083
64 H -0.690 -1.231 -1.449
65 H 2.418 4.483 1.188
66 H -3.835 -2.152 0.134
67 C 3.104 0.659 -0.413